No. 1
A structure of composition C41H42N9O4S2 in a non-equilibrium geometry, computed with the ωB97M-V functional and the def2-TZVPD basis.

Cartesian coordinates (Å):
1 C 7.26503 0.22212 1.06255
2 S 5.43586 0.20263 1.13509
3 O 5.10591 -0.29260 2.47805
4 O 5.02351 -0.71654 0.07024
5 N 5.01008 1.77334 0.85620
6 S 3.40025 2.07445 1.05855
7 O 3.09795 2.87255 2.24872
8 O 2.85486 2.74736 -0.12325
9 C 2.38201 0.53082 1.20026
10 C 2.03377 0.15935 2.50501
11 C 1.28620 -1.04069 2.72451
12 C 0.98396 -1.71309 1.49606
13 C 1.39525 -1.15278 0.27172
14 N 2.10258 -0.03825 0.02148
15 H 7.55878 -0.84910 1.16890
16 H 7.61437 0.53890 0.06304
17 H 7.68783 0.79088 1.90618
18 H 2.33717 0.78803 3.35562
19 H 0.97452 -1.40498 3.71332
20 H 0.42963 -2.66456 1.51045
21 H 1.09329 -1.71327 -0.64108
22 N 1.79088 -4.84281 0.48479
23 C 1.11871 -5.99680 0.45429
24 C 1.69023 -7.22989 0.73086
25 C 3.03706 -7.26761 1.05446
26 C 3.75480 -6.08321 1.09033
27 C 3.08736 -4.90296 0.80014
28 H 0.06837 -5.91487 0.19366
29 H 1.09685 -8.13430 0.69387
30 H 3.52269 -8.21073 1.27683
31 H 4.80814 -6.07447 1.33827
32 H 3.60494 -3.94823 0.81809
33 N -2.27250 4.15092 -1.79249
34 C -2.94681 2.99668 -1.83980
35 C -2.37881 1.76165 -1.56740
36 C -1.03401 1.71600 -1.22999
37 C -0.31333 2.89796 -1.17596
38 C -0.97695 4.08128 -1.46283
39 H -3.99411 3.08143 -2.11138
40 H -2.97432 0.85888 -1.61868
41 H -0.55188 0.77017 -1.01084
42 H 0.73910 2.90064 -0.91639
43 H -0.45590 5.03232 -1.42979
44 N 1.82461 -8.01049 5.46996
45 C 2.19746 -7.13898 4.52801
46 C 3.39405 -6.43986 4.55428
47 C 4.25368 -6.65112 5.61907
48 C 3.88770 -7.54925 6.60949
49 C 2.67019 -8.19991 6.48645
50 H 1.49110 -7.00365 3.71626
51 H 3.64443 -5.74811 3.76229
52 H 5.19779 -6.12265 5.67679
53 H 4.53212 -7.74097 7.45751
54 H 2.34222 -8.91422 7.23476
55 N -6.24431 2.47482 -3.32048
56 C -7.20729 1.78557 -2.70382
57 C -8.55697 1.91675 -2.99321
58 C -8.93189 2.81794 -3.97665
59 C -7.95120 3.54552 -4.62848
60 C -6.62951 3.33612 -4.26574
61 H -6.86562 1.09521 -1.93951
62 H -9.29402 1.32889 -2.46183
63 H -9.97621 2.95200 -4.23293
64 H -8.20601 4.25765 -5.40077
65 H -5.82559 3.88019 -4.75067
66 N -2.30657 -0.65964 3.71429
67 C -3.53601 -0.66202 4.23632
68 C -4.38450 0.43344 4.21735
69 C -3.93209 1.60298 3.62595
70 C -2.66022 1.63050 3.07951
71 C -1.89186 0.47772 3.14781
72 H -3.84466 -1.59811 4.69078
73 H -5.37295 0.37268 4.65429
74 H -4.56440 2.48242 3.59149
75 H -2.27112 2.52412 2.60967
76 H -0.89126 0.44993 2.73059
77 N 9.98287 1.40141 1.06757
78 C 10.07236 2.66078 0.63452
79 C 11.22983 3.21596 0.10983
80 C 12.36132 2.42082 0.03303
81 C 12.29255 1.11050 0.47823
82 C 11.08489 0.65275 0.98216
83 H 9.16119 3.24462 0.71799
84 H 11.24335 4.24351 -0.22875
85 H 13.28615 2.81721 -0.36948
86 H 13.15503 0.45821 0.43496
87 H 10.98064 -0.36694 1.33920
88 N -10.30552 4.38694 -7.05756
89 C -10.20681 5.71899 -7.03886
90 C -11.05188 6.56548 -7.73911
91 C -12.05622 5.99984 -8.50701
92 C -12.17730 4.62029 -8.54346
93 C -11.28219 3.86414 -7.80318
94 H -9.40368 6.11593 -6.42635
95 H -10.92591 7.63861 -7.68428
96 H -12.73698 6.62673 -9.07044
97 H -12.94857 4.14134 -9.13196
98 H -11.33947 2.78073 -7.79753

Output
- HOMO level (eV) = -5.220
- net charge = -1

---

No. 2
A structure of composition C43H64BCl3F4N5O3SiTi in a non-equilibrium geometry, computed with the ωB97M-V functional and the def2-TZVPD basis.

Cartesian coordinates (Å):
1 Ti -0.59245 0.37764 0.68531
2 C -2.79119 1.03682 4.17172
3 C -2.68315 2.24428 3.25193
4 N -2.94127 1.94565 1.84080
5 C -4.35369 1.64291 1.56785
6 C -4.71088 0.16474 1.65399
7 C -2.54056 3.08153 1.01636
8 C -2.14043 2.62887 -0.41622
9 N -1.96808 1.18288 -0.53007
10 C -2.87172 0.44069 -1.18635
11 C -2.62249 -0.95382 -1.29450
12 F -1.40811 -1.39714 -0.81594
13 C -3.45296 -1.87074 -1.89712
14 F -3.12021 -3.17030 -1.86746
15 C -4.61077 -1.47073 -2.54031
16 C -4.87494 -0.11247 -2.52295
17 F -5.96795 0.34186 -3.15617
18 C -4.07295 0.80564 -1.86741
19 F -4.50349 2.09392 -1.94050
20 H -2.41880 1.30220 5.15982
21 H -2.18596 0.22770 3.77186
22 H -3.81878 0.70182 4.28085
23 H -1.66119 2.62253 3.33142
24 H -3.36008 3.04176 3.60500
25 H -4.57756 1.97291 0.55150
26 H -5.00855 2.22296 2.23896
27 H -3.94498 -0.42470 1.15452
28 H -5.67300 -0.00214 1.17148
29 H -4.78667 -0.17065 2.68028
30 H -1.68038 3.56284 1.47777
31 H -3.35018 3.82904 0.95446
32 H -1.18023 3.10449 -0.66217
33 H -2.87970 3.00349 -1.12387
34 H -5.24526 -2.16883 -3.05164
35 O 1.10077 -0.39185 1.87699
36 H 1.15065 0.10904 2.74729
37 H 0.88771 -1.30759 2.11009
38 O 0.20327 1.92548 1.17430
39 H 0.26856 2.90259 2.06100
40 H 0.87231 2.26284 0.56270
41 Cl 0.10769 3.74016 6.34086
42 C 1.40194 2.88304 5.62088
43 Cl 0.41874 4.13452 2.83452
44 Cl 2.99900 3.46362 5.86590
45 C 1.20618 1.80929 4.82563
46 N 1.09435 0.85665 4.16356
47 C 3.58420 2.88181 1.79635
48 C 3.46221 2.26675 0.40060
49 C 4.86182 2.07539 -0.19810
50 C 2.61823 3.10441 -0.54348
51 C 2.72363 4.48860 -0.51642
52 C 2.01765 5.26261 -1.41643
53 C 1.22744 4.65763 -2.37349
54 C 1.11670 3.27190 -2.46912
55 C 0.36616 2.73955 -3.68175
56 C -0.75736 1.74757 -3.38186
57 C 1.32165 2.12595 -4.71413
58 C 1.78579 2.49840 -1.50700
59 N 1.76402 1.07758 -1.54890
60 B 1.02492 0.05661 -0.85071
61 N 1.66469 -1.15045 -1.29808
62 C 2.68630 -0.83597 -2.17994
63 C 2.75395 0.49489 -2.32339
64 C 1.41546 -2.53802 -1.10145
65 C 1.98494 -3.21779 -0.01402
66 C 1.66531 -4.55618 0.17231
67 C 0.84886 -5.22557 -0.72037
68 C 0.42546 -4.58776 -1.86942
69 C 0.71669 -3.24767 -2.09026
70 C 0.48054 -2.65823 -3.46628
71 C 1.44234 -3.36329 -4.43787
72 C -0.95033 -2.76992 -3.99177
73 C 3.08788 -2.57075 0.79657
74 C 3.20199 -3.07405 2.23528
75 C 4.41898 -2.84256 0.08104
76 H 3.99842 2.15102 2.48725
77 H 2.61526 3.19069 2.17379
78 H 4.24525 3.74484 1.79382
79 H 3.00635 1.27558 0.51110
80 H 5.32928 3.03826 -0.39372
81 H 4.81543 1.51990 -1.12992
82 H 5.48744 1.51686 0.49440
83 H 3.36730 4.97013 0.20253
84 H 2.10369 6.33814 -1.38753
85 H 0.71144 5.27473 -3.09542
86 H -0.09680 3.61151 -4.16117
87 H -0.39880 0.90433 -2.79238
88 H -1.16780 1.36830 -4.31728
89 H -1.55558 2.24411 -2.84160
90 H 1.70356 1.16992 -4.36685
91 H 2.15717 2.79342 -4.91595
92 H 0.78795 1.95587 -5.64851
93 H 3.27612 -1.59218 -2.65848
94 H 3.43892 1.08383 -2.90210
95 H 2.06738 -5.08913 1.01884
96 H 0.60200 -6.26325 -0.55242
97 H -0.12132 -5.15076 -2.61005
98 H 0.73906 -1.59622 -3.45121
99 H 1.12819 -4.39091 -4.60952
100 H 2.45491 -3.38010 -4.03894
101 H 1.45964 -2.83919 -5.39175
102 H -1.35706 -3.76711 -3.84643
103 H -0.96213 -2.54368 -5.05776
104 H -1.59436 -2.05449 -3.48988
105 H 2.92571 -1.48919 0.81311
106 H 3.57197 -4.09749 2.27598
107 H 2.24481 -3.04328 2.74648
108 H 3.90912 -2.45164 2.77963
109 H 4.61673 -3.91219 0.04819
110 H 5.23623 -2.35888 0.61103
111 H 4.40076 -2.46238 -0.93521
112 C -0.42780 -2.57028 3.78152
113 Si -1.75745 -2.30236 2.41240
114 C -1.74231 -3.76568 1.17927
115 C -3.42466 -2.51601 3.34259
116 O -1.43580 -0.92920 1.63936
117 H -0.87866 -3.06137 4.63537
118 H 0.00729 -1.64332 4.14652
119 H 0.36962 -3.22552 3.44660
120 H -1.67382 -4.71818 1.69136
121 H -0.91721 -3.70656 0.47863
122 H -2.65644 -3.79484 0.59628
123 H -3.43132 -3.50276 3.79735
124 H -4.28464 -2.47281 2.68283
125 H -3.56577 -1.79738 4.14301

Output
- 2S+1 = 2
- HOMO level (alpha / beta) (eV) = -7.690 / -7.690
- net charge = 0
- ⟨S²⟩ = 0.7629
- energy relative to the best compared isomer or geometry (same formula, charge and spin) (kcal per mole) = 14.8

---

No. 3
The molecule C5H12N2O2 in a non-equilibrium geometry, computed with the ωB97M-V functional and the def2-TZVPD basis.

Cartesian coordinates (Å):
1 C 1.86416 -1.31799 1.20281
2 N 0.67517 -0.40941 1.07836
3 C 0.11492 -0.47474 -0.25101
4 C -0.85913 -1.62488 -0.19352
5 O -0.45738 -2.66836 -0.58436
6 O -1.99406 -1.32980 0.46419
7 N -0.66353 0.77528 -0.42893
8 C -0.09558 1.97930 0.26486
9 C -0.96495 1.11050 -1.80098
10 H 1.94562 -1.71674 2.19342
11 H 1.73869 -2.09243 0.47037
12 H 2.73105 -0.71685 0.93619
13 H 0.11200 -0.67508 1.88163
14 H 0.87602 -0.63642 -0.97277
15 H -2.01534 -0.48437 0.90042
16 H -0.57972 2.81157 -0.18161
17 H -0.32362 1.87622 1.34315
18 H 1.02422 2.13215 0.22892
19 H -0.95958 0.17063 -2.37004
20 H -1.94111 1.50385 -1.98531
21 H -0.22788 1.78760 -2.19580

Output
- SMILES = CN[C@@H](C(=O)O)N(C)C
- HOMO level (eV) = -8.905
- net charge = 0
- energy relative to the best compared isomer or geometry (same formula, charge and spin) (kcal per mole) = 55.9